Molecular formula: C35H36F4N9ORu
Method: DFT, wB97M-V/def2-TZVPD

```
86
Properties=species:S:1:pos:R:3
Ru 0.1507 0.6378 0.1412
N 0.0000 2.1231 2.1070
C -0.9450 3.2165 2.4419
C -1.7023 3.7598 1.2403
C -0.9537 4.8196 0.4341
C 0.4328 4.4023 -0.0344
N 0.3997 3.0893 -0.6810
H 0.1507 1.5723 2.9454
H 0.9088 2.5032 1.8643
H -0.4095 4.0294 2.9473
H -1.6483 2.8093 3.1655
H -2.6393 4.1986 1.5921
H -1.9767 2.9211 0.6021
H -0.8487 5.7308 1.0296
H -1.5587 5.0891 -0.4365
H 1.1202 4.3501 0.8163
H 0.8334 5.1760 -0.6989
H 1.2646 2.8918 -1.1726
H -0.3317 3.0531 -1.3857
F 6.5153 -2.3525 1.8257
C 5.6228 -2.8073 0.9429
C 5.9919 -3.8492 0.1334
F 7.2155 -4.3484 0.2882
C 5.1447 -4.3797 -0.8712
C 3.8752 -3.7599 -0.9489
C 3.5133 -2.7286 -0.1263
F 2.2630 -2.2406 -0.2341
C 4.3657 -2.1846 0.8471
C 3.9667 -1.0841 1.6722
C 2.9609 -0.2237 1.2739
N 2.0912 0.4919 0.9928
C 4.5258 -0.7917 2.9470
N 4.8969 -0.5296 4.0060
F 2.9725 -4.2041 -1.8219
C 5.5355 -5.4354 -1.7286
C 4.7220 -5.9149 -2.7899
N 4.1190 -6.3295 -3.6787
C 6.7816 -6.1093 -1.6207
N 7.7707 -6.6976 -1.5911
C -1.5582 -0.2981 -3.4087
C -1.9759 1.1659 -3.5016
C -0.7885 2.0884 -3.7859
C -2.8488 1.6251 -2.3474
C -3.8649 2.5217 -2.6524
C -4.8526 2.8572 -1.7432
C -4.9071 2.1773 -0.5297
C -3.9245 1.2844 -0.1554
C -4.1690 0.4277 1.0688
C -3.2613 0.7237 2.2581
C -4.1689 -1.0495 0.6844
C -2.7652 1.1417 -0.9999
N -1.6193 0.6780 -0.4878
H -1.0915 -0.6001 -4.3480
H -2.4255 -0.9401 -3.2458
H -0.8328 -0.4618 -2.6142
H -2.6461 1.2428 -4.3644
H 0.0047 1.9088 -3.0648
H -1.0880 3.1383 -3.7576
H -0.3828 1.8841 -4.7775
H -3.8990 2.9326 -3.6553
H -5.6211 3.5709 -2.0062
H -5.7590 2.3169 0.1247
H -5.1889 0.6677 1.3839
H -2.2107 0.5705 2.0098
H -3.5165 0.0702 3.0954
H -3.3915 1.7556 2.5853
H -3.2145 -1.3340 0.2533
H -4.9360 -1.2572 -0.0618
H -4.3630 -1.6767 1.5565
N -2.3935 -5.3156 1.2044
C -1.7856 -4.4289 1.6051
C -1.0385 -3.3114 2.1157
C -0.5042 -3.3266 3.3984
C 0.2171 -2.2248 3.8208
C 0.3558 -1.1520 2.9580
N -0.1897 -1.1181 1.7384
C -0.8504 -2.1894 1.3170
H -0.6412 -4.1892 4.0360
H 0.6817 -2.1977 4.7952
H 0.9613 -0.3017 3.2420
H -1.2322 -2.1619 0.3064
C 2.1627 0.3727 -2.0942
O 0.8400 0.4779 -1.6444
H 2.9131 0.2906 -1.3063
H 2.4210 1.2540 -2.6981
H 2.2519 -0.5044 -2.7426
```

Properties
HOMO (spin up / spin down): -7.6 / -8.2 eV
E: -65783.9666 eV
2S+1: 6
Charge: 0
⟨S²⟩: 8.86



Molecular formula: C9H14
Method: DFT, wB97M-V/def2-TZVPD

```
23
Properties=species:S:1:pos:R:3
C 3.0435 0.2345 0.5692
C 1.6702 -0.3104 0.6907
C 0.7516 0.3308 1.4936
C -0.5905 -0.1216 1.6253
C -0.9198 -1.2221 0.8470
C 0.0014 -1.7985 -0.0221
C 1.3093 -1.4156 -0.0943
H 3.8055 -0.4995 0.3117
H 3.4132 0.6415 1.5241
H 3.0911 1.1852 -0.0078
H 1.0194 1.3115 1.8963
H -1.3021 0.4186 2.2215
H -1.8529 -1.7912 0.8421
H -0.3600 -2.5957 -0.6501
H 2.0191 -2.0226 -0.6302
C -2.4744 0.9264 -0.7893
C -1.3113 0.9370 -1.7965
H -3.1845 1.7332 -1.0338
H -2.9765 -0.0230 -0.9750
H -2.1235 1.0360 0.2274
H -0.3696 1.3035 -1.3684
H -1.1258 0.0209 -2.3555
H -1.5335 1.7213 -2.5261
```

Properties
HOMO: -8.9 eV
SMILES string: Cc1ccccc1.CC
E: -9559.3705 eV
2S+1: 1
Charge: 0



Molecular formula: C3H10IPSi
Method: DFT, wB97M-V/def2-TZVPD

```
16
Properties=species:S:1:pos:R:3
C 1.2127 0.2765 1.6644
Si 0.1253 0.1643 0.0477
C -1.1819 1.5004 -0.0635
C -0.5863 -1.6631 0.1142
P 1.6365 0.2513 -1.7616
I -0.0986 0.7568 -3.6688
H 1.5196 -0.7120 1.7792
H 2.0258 0.9463 1.5773
H 0.5868 0.6162 2.5441
H -2.0300 0.9947 -0.5218
H -1.5576 1.8751 0.8709
H -0.8983 2.4353 -0.6581
H -1.3497 -1.9268 -0.8033
H 0.1318 -2.5185 -0.0228
H -1.1039 -1.8854 1.0214
H 1.5679 -1.1113 -2.1193
```

Properties
HOMO: -8.8 eV
SMILES string: C[Si](C)(C)PI
E: -28540.6960 eV
2S+1: 1
Charge: 0



Molecular formula: C8H10N5
Method: DFT, wB97M-V/def2-TZVPD

```
23
Properties=species:S:1:pos:R:3
C 0.5515 0.2464 -2.1376
C 0.0703 -1.0564 -2.3507
C 1.0240 0.6261 -0.9012
C -0.0138 -1.9516 -1.2407
C 0.9410 -0.2979 0.1607
C 1.1697 0.0984 1.5276
C 0.4186 -2.4374 1.1446
C -1.8269 1.9326 0.3661
N -0.0669 2.9114 1.5001
N 1.1358 0.3606 2.6391
N 0.5906 3.6520 2.0307
N 0.4478 -1.5274 -0.0632
N -0.4964 1.9768 0.8653
H 0.5851 0.9636 -2.9374
H -0.3256 -1.4886 -3.2553
H 1.1666 1.6622 -0.7047
H -0.2933 -2.9342 -1.4099
H -0.5916 -2.9189 1.1618
H 1.0556 -3.3268 0.7501
H 0.8329 -2.0455 2.1521
H -1.9874 2.6214 -0.3794
H -1.8442 0.9967 -0.1397
H -2.5435 1.9363 1.2217
```

Properties
HOMO: -12.7 eV
E: -15897.9724 eV
2S+1: 1
Charge: +1



Molecular formula: C5H13N2
Method: DFT, wB97M-V/def2-TZVPD

```
20
Properties=species:S:1:pos:R:3
C -0.9968 0.7485 -2.4568
C -0.7627 -0.5734 -1.5540
C -1.3368 -0.4791 -0.2002
C -0.3518 0.3946 0.6146
N 1.0577 -0.3971 0.6910
C 1.7302 -0.5579 1.8122
N 1.6243 -0.0114 2.9144
H -2.0580 0.9858 -2.7082
H -0.5913 1.6456 -1.9376
H -0.5102 0.6153 -3.5229
H -1.1487 -1.4111 -2.0449
H 0.3539 -0.5717 -1.5441
H -1.4574 -1.4309 0.2862
H -2.2183 0.1340 -0.3133
H 0.1770 1.1769 -0.0697
H -0.8621 0.7934 1.5483
H 1.7998 -0.2044 0.0185
H 2.5832 -1.1771 1.6906
H 0.7367 0.4887 3.0908
H 2.2312 -0.1686 3.6850
```

Properties
HOMO: -14.7 eV
SMILES string: CCCCNC=[NH2+]
E: -8367.8441 eV
2S+1: 1
Charge: +1



Molecular formula: C6H14NO2P
Method: DFT, wB97M-V/def2-TZVPD

```
24
Properties=species:S:1:pos:R:3
C -2.1871 0.6116 0.0206
C -1.9438 -0.9528 -0.2868
C -1.0529 1.4594 -0.6247
C -0.5415 -1.5162 0.1925
C 0.2341 0.9294 -0.1335
C 0.5232 -0.5347 -0.3724
N 1.7037 -0.9425 0.2288
O 5.5431 0.6075 -0.2930
O 3.1685 -0.0763 -0.5281
P 4.3976 0.1343 0.4438
H -3.1523 0.8893 -0.4064
H -2.3506 0.8857 1.1862
H -2.7942 -1.6506 -0.1121
H -1.7717 -0.7976 -1.3858
H -1.0420 1.2129 -1.7235
H -1.2141 2.4824 -0.2876
H -0.4061 -1.5924 1.2632
H -0.4849 -2.4295 -0.4442
H 1.0921 1.4294 -0.6037
H 0.2593 0.9900 1.0483
H 0.4802 -0.6391 -1.4632
H 1.9620 -1.8391 -0.1794
H 4.6450 -1.0719 0.9985
H 3.9089 0.9035 1.4358
```

Properties
HOMO (spin up / spin down): -8.5 / -10.2 eV
E: -21317.8647 eV
2S+1: 3
Charge: 0
⟨S²⟩: 2.01



Molecular formula: C14H16O
Method: DFT, wB97M-V/def2-TZVPD

```
31
Properties=species:S:1:pos:R:3
C 1.1010 -1.9997 1.0089
C -0.3446 -1.7593 1.3517
C -0.8396 -0.4914 1.2598
C -2.1926 -0.2285 1.5549
C -3.0097 -1.2674 2.0109
O -4.1898 -1.1247 2.6821
C -2.4982 -2.5850 1.9876
C -1.2013 -2.8583 1.5844
H 1.4626 -1.5360 0.1049
H 1.2983 -3.0860 0.8930
H 1.7253 -1.8633 1.8920
H -0.2124 0.3651 1.0419
H -2.5035 0.8008 1.5834
H -4.8318 -0.6382 2.1574
H -3.1688 -3.3964 2.1752
H -0.8328 -3.8564 1.4716
C -0.6725 2.4210 -2.0673
C 0.7316 1.9503 -1.8707
C 1.7320 2.8404 -1.4600
C 2.9937 2.3832 -1.1992
C 3.2479 1.0272 -1.2061
C 2.2698 0.1196 -1.6012
C 0.9789 0.5814 -1.9761
H -1.0875 2.8562 -1.1433
H -1.3408 1.5999 -2.3321
H -0.8667 3.2129 -2.8202
H 1.4791 3.8907 -1.3727
H 3.8181 3.0195 -0.9060
H 4.2739 0.7064 -1.0769
H 2.4330 -0.9336 -1.4378
H 0.2474 -0.1506 -2.2900
```

Properties
HOMO: -8.5 eV
SMILES string: Cc1ccc(O)cc1.Cc1ccccc1
E: -16824.3861 eV
2S+1: 1
Charge: 0



Molecular formula: C12H19BiNO12P2
Method: DFT, wB97M-V/def2-TZVPD

```
47
Properties=species:S:1:pos:R:3
Bi -0.7799 -1.1465 1.0747
C -0.5470 3.5728 3.5262
C -1.5131 3.4623 2.5371
C -1.1471 3.1050 1.2452
C 0.1874 2.8581 0.9538
C 1.1567 2.9568 1.9429
C 0.7871 3.3209 3.2308
H -0.8339 3.8352 4.5374
H -2.5595 3.6198 2.7624
H -1.9024 2.9968 0.5549
H 0.4779 2.5540 -0.0466
H 2.1858 2.7186 1.7090
H 1.5326 3.3841 4.0130
O -3.9762 -3.4034 -1.7296
C -3.2654 -2.4855 -1.0463
O -2.8479 -2.6713 0.0589
C -3.1201 -1.1986 -1.8201
O -2.1703 -0.3695 -1.2149
C -2.4620 0.9219 -0.6096
C -3.1101 0.9676 0.7979
O -3.9421 1.8666 0.9438
O -2.8519 -0.0014 1.5707
H -4.0298 -4.1821 -1.1557
H -4.1078 -0.7257 -1.8378
H -2.8386 -1.4284 -2.8489
H -3.2870 1.3272 -1.1981
H -1.6054 1.5370 -0.7639
N 3.6143 -1.2352 -1.9422
C 2.3182 -1.0307 -1.1767
C 1.6147 0.1563 -1.8290
P 2.8629 -0.5920 0.5344
O 4.1143 -1.6569 0.5825
O 3.4047 0.7864 0.4176
O 1.8502 -1.0147 1.5312
P 1.3397 -2.5701 -1.4739
O 2.5914 -3.6172 -1.3096
O 0.9244 -2.5066 -2.8985
O 0.3735 -2.8127 -0.3424
H 4.1844 -0.3905 -1.8566
H 3.3937 -1.4335 -2.9206
H 4.1101 -2.0273 -1.5247
H 2.2022 1.0642 -1.6900
H 0.6451 0.3100 -1.3500
H 1.4153 -0.0547 -2.8809
H 4.2974 -1.9122 1.4929
H 2.2777 -4.4887 -1.0462
O -0.9640 -2.3658 2.4956
```

Properties
HOMO: -5.4 eV
E: -63236.9113 eV
2S+1: 1
Charge: -1



Number 1: F_max 0.91 eV/A. Number 2: F_max 2.20 eV/A. Number 3: F_max 3.43 eV/A. Number 4: F_max 4.40 eV/A. Number 5: F_max 5.77 eV/A. Number 6: F_max 3.61 eV/A. Number 7: F_max 2.21 eV/A. Number 8: F_max 2.87 eV/A.